[1]
Computed, not measured: one molecule with the formula C21H30ClN3O3S, with ωB97M-V/def2-TZVPD.

The geometry in XYZ format:
```
59
C21H30ClN3O3S ωB97M-V/def2-TZVPD
C -4.070 -2.886 -0.821
C -2.801 -2.079 -0.586
C -2.893 -0.650 -1.134
C -1.522 0.018 -0.999
O -0.714 -0.124 -1.907
N -1.261 0.675 0.146
C 0.088 1.164 0.425
C 0.262 2.539 -0.220
C 1.672 3.142 -0.222
C 2.803 2.165 -0.577
C 3.539 1.549 0.614
N 2.744 0.700 1.492
C 2.887 -0.644 1.609
O 2.248 -1.301 2.414
C 3.880 -1.312 0.704
S 5.450 -1.743 1.248
C 5.848 -2.502 -0.248
C 7.181 -3.145 -0.455
C 4.811 -2.421 -1.120
C 3.688 -1.742 -0.568
Cl 2.214 -1.501 -1.429
C 1.760 1.333 2.366
C 0.314 1.094 1.930
N -4.036 0.094 -0.601
C -5.130 0.453 -1.499
C -6.062 1.284 -0.614
C -5.791 0.741 0.789
C -4.372 0.217 0.705
O -3.651 -0.059 1.655
H -3.951 -3.905 -0.452
H -4.925 -2.451 -0.299
H -4.314 -2.942 -1.884
H -2.574 -2.038 0.481
H -1.951 -2.552 -1.082
H -3.061 -0.696 -2.211
H -1.886 0.502 0.929
H 0.775 0.470 -0.062
H -0.058 2.425 -1.259
H -0.439 3.239 0.247
H 1.668 3.951 -0.955
H 1.892 3.625 0.733
H 2.430 1.373 -1.231
H 3.566 2.698 -1.150
H 4.381 0.965 0.247
H 3.955 2.356 1.228
H 7.243 -3.546 -1.466
H 7.996 -2.432 -0.324
H 7.341 -3.967 0.244
H 4.827 -2.834 -2.119
H 1.887 0.935 3.374
H 1.997 2.395 2.397
H -0.333 1.812 2.445
H 0.019 0.098 2.266
H -4.751 1.013 -2.354
H -5.623 -0.449 -1.878
H -5.773 2.334 -0.665
H -7.102 1.203 -0.921
H -5.888 1.469 1.590
H -6.434 -0.110 1.032
```

## Properties
energy relative to the best compared isomer or geometry (same formula, charge and spin) = 0.033 eV
spin multiplicity = 1
structure (SMILES) = CC[C@H](C(=O)N[C@H]1CCCCN(C(=O)c2sc(C)cc2Cl)CC1)N1CCCC1=O

---

[2]
Computed, not measured: C21H30CoN6OS2Se as an isolated structure, with ωB97M-V/def2-TZVPD.

The geometry in XYZ format:
```
62
C21H30CoN6OS2Se ωB97M-V/def2-TZVPD
Co 0.272 0.834 0.151
C 5.546 1.572 1.519
C 5.384 1.057 0.089
N 4.632 -0.192 -0.010
C 5.388 -1.440 -0.123
C 5.631 -2.103 1.230
C 3.289 -0.235 0.043
S 2.463 1.294 0.162
N 2.762 -1.454 -0.006
C 1.477 -1.783 -0.036
O 0.495 -0.986 -0.109
C 1.168 -3.230 -0.003
C 2.178 -4.186 0.111
C 1.854 -5.530 0.137
C 0.527 -5.930 0.047
C -0.480 -4.981 -0.062
C -0.164 -3.634 -0.086
H 6.101 2.510 1.506
H 6.087 0.858 2.138
H 4.574 1.758 1.970
H 6.366 0.884 -0.348
H 4.875 1.813 -0.507
H 6.336 -1.207 -0.608
H 4.825 -2.115 -0.762
H 6.246 -1.472 1.872
H 6.141 -3.057 1.093
H 4.677 -2.282 1.724
H 3.203 -3.853 0.184
H 2.640 -6.269 0.228
H 0.278 -6.984 0.060
H -1.516 -5.289 -0.127
H -0.942 -2.880 -0.162
S 0.614 4.968 0.010
C -0.979 5.065 -0.467
N -1.959 5.363 0.421
C -3.354 5.609 0.067
C -3.721 4.796 -1.164
C -2.686 5.089 -2.239
N -1.370 4.737 -1.722
H -1.622 5.756 1.284
H -3.519 6.673 -0.134
H -3.979 5.332 0.917
H -4.716 5.079 -1.503
H -3.729 3.729 -0.933
H -2.729 6.154 -2.495
H -2.876 4.511 -3.141
H -0.619 4.571 -2.370
Se -2.870 -0.806 -0.001
C -4.419 -1.898 0.018
C -5.162 -2.088 1.183
C -6.309 -2.863 1.127
N -6.756 -3.451 0.020
C -6.033 -3.282 -1.085
C -4.871 -2.530 -1.142
H -4.842 -1.638 2.113
H -6.912 -3.019 2.016
H -6.412 -3.776 -1.974
H -4.319 -2.429 -2.066
N -1.317 2.066 0.453
H -1.126 2.839 1.084
H -2.085 1.497 0.833
H -1.637 2.462 -0.426
```

## Properties
energy relative to the best compared isomer or geometry (same formula, charge and spin) = 2.360 eV
spin multiplicity = 4
<S²> = 3.759

---

[3]
Computed, not measured: C21H30CrN5S2 as an isolated structure, with ωB97M-V/def2-TZVPD.

The geometry in XYZ format:
```
59
C21H30CrN5S2 ωB97M-V/def2-TZVPD
Cr 0.285 -1.191 0.537
C -1.653 -5.361 1.280
C -1.007 -4.143 0.665
S -0.877 -2.755 1.729
C -0.591 -4.083 -0.611
C -0.718 -5.209 -1.598
S 0.098 -2.600 -1.249
H -1.622 -5.299 2.366
H -1.148 -6.281 0.985
H -2.702 -5.448 0.987
H -0.973 -6.149 -1.112
H 0.213 -5.355 -2.148
H -1.497 -4.997 -2.336
C -1.505 0.737 2.333
N -0.193 0.187 2.016
C 0.820 0.502 2.750
C 2.075 -0.093 2.454
C 3.347 -0.019 3.016
C 4.145 -0.907 2.287
C 3.319 -1.487 1.320
N 2.075 -0.997 1.414
C -1.567 2.241 2.226
C -2.423 2.956 3.055
C -2.537 4.334 2.937
C -1.788 5.014 1.989
C -0.924 4.308 1.163
C -0.812 2.931 1.281
H -1.816 0.418 3.332
H -2.220 0.280 1.646
H 0.715 1.204 3.578
H 3.643 0.597 3.849
H 5.189 -1.121 2.439
H 3.564 -2.231 0.579
H -3.005 2.429 3.802
H -3.205 4.877 3.593
H -1.869 6.089 1.900
H -0.330 4.833 0.426
H -0.124 2.383 0.646
C -1.841 0.476 -1.449
N -0.770 0.599 -2.419
C -1.094 0.088 -3.740
C 0.521 0.696 -1.996
N 0.868 0.297 -0.806
N 1.428 1.189 -2.896
C 1.093 2.334 -3.728
C 2.841 1.029 -2.621
H -2.718 1.008 -1.820
H -1.533 0.938 -0.514
H -2.095 -0.573 -1.262
H -1.424 -0.951 -3.657
H -0.223 0.122 -4.385
H -1.895 0.680 -4.188
H 1.788 0.618 -0.527
H 0.019 2.489 -3.735
H 1.434 2.175 -4.752
H 1.573 3.238 -3.340
H 3.040 0.027 -2.246
H 3.215 1.763 -1.896
H 3.391 1.164 -3.551
```

## Properties
E = -2932.902985 hartree
spin multiplicity = 4
<S²> = 3.822

---

[4]
Computed, not measured: C21H30F3FeO21 as an isolated structure, with ωB97M-V/def2-TZVPD.

The geometry in XYZ format:
```
76
C21H30F3FeO21 ωB97M-V/def2-TZVPD
Fe -0.808 -1.740 -2.829
C 2.489 -0.441 -4.706
C 1.196 -1.044 -4.185
O 0.054 -0.846 -4.644
O 1.230 -1.652 -3.078
H 3.218 -0.443 -3.896
H 2.423 0.614 -4.967
H 2.896 -1.043 -5.517
C -4.699 -2.166 -2.575
C -3.226 -2.041 -2.737
O -2.628 -1.411 -3.685
O -2.404 -2.654 -2.029
H -5.064 -3.111 -2.973
H -5.168 -1.429 -3.232
H -5.049 -1.919 -1.576
C -0.641 1.281 0.048
C -0.855 0.275 -1.034
O -0.517 -0.932 -0.844
O -1.036 0.549 -2.230
H 0.364 1.139 0.449
H -1.278 1.132 0.921
H -0.691 2.281 -0.375
C 1.080 -0.808 2.858
C 2.045 -1.360 1.801
O 2.040 -2.775 2.049
C 1.062 -3.100 2.870
O 0.693 -4.213 3.112
O 0.427 -2.015 3.359
F 3.318 -1.002 2.114
H 0.318 -0.209 2.359
H 1.465 -0.197 3.671
H 1.760 -1.080 0.786
C -0.592 2.955 -4.106
C 0.658 3.311 -3.406
O 0.348 4.465 -2.587
C -0.963 4.505 -2.490
O -1.539 5.373 -1.891
O -1.578 3.517 -3.209
F 1.657 3.482 -4.312
H -0.768 1.887 -4.198
H -0.686 3.472 -5.064
H 1.012 2.514 -2.748
C 4.666 2.223 1.342
C 3.493 3.203 1.522
O 2.598 2.585 0.626
C 3.196 1.886 -0.297
O 2.691 1.490 -1.315
O 4.515 1.764 0.010
F 3.862 4.464 1.221
H 4.838 1.422 2.060
H 5.600 2.790 1.300
H 3.118 3.189 2.541
C 2.490 -4.539 -1.783
O 1.459 -5.122 -0.982
C 0.278 -4.510 -0.980
O 0.048 -3.554 -1.688
O -0.507 -5.134 -0.138
C -1.769 -4.551 0.168
H 2.482 -4.982 -2.780
H 3.478 -4.666 -1.352
H 2.273 -3.481 -1.934
H -2.398 -4.805 -0.685
H -1.804 -3.471 0.312
H -2.124 -4.964 1.108
C -3.110 0.510 3.852
O -3.518 1.559 4.712
C -2.674 2.070 5.633
O -1.617 1.561 5.888
O -3.307 3.113 6.130
C -2.774 3.849 7.194
H -3.780 0.485 2.992
H -3.254 -0.497 4.244
H -2.108 0.621 3.441
H -2.481 3.293 8.082
H -3.508 4.627 7.405
H -1.917 4.449 6.871
```

## Properties
energy relative to the best compared isomer or geometry (same formula, charge and spin) = 1.429 eV
spin multiplicity = 6
<S²> = 8.757

---

Largest force on an atom for the records above, in order: 0.3, 0.6, 0.4, 3.5 eV/Å